No. 1
The following is a DFT calculation (ωB97M-V with the def2-TZVPD basis set) of 2 unconnected molecules or ions with the total composition C5H8BrN2.

CARTESIAN COORDINATES (ANGSTROEM)
H -0.852 2.739 0.368
H -0.996 -1.664 -1.830
H 1.571 0.099 1.669
C -1.538 1.649 -1.204
N 0.037 -0.397 -0.441
H -2.301 2.498 -1.456
C 0.176 0.781 0.191
H 0.734 -1.195 -0.408
H 2.071 -4.139 3.021
H -2.695 0.096 -2.342
Br 2.320 -3.058 2.128
N 1.162 0.878 1.094
C -0.963 -0.626 -1.352
C -1.766 0.398 -1.718
H 1.578 1.725 1.410
C -0.680 1.858 -0.216

Its HOMO-LUMO gap is 9.496 eV. The relative energy (zero: lowest compared OMol25 entry of this formula, charge and spin) is 0.878 eV. As for the total charge: +1. The highest occupied orbital energy comes out at -13.5 eV.

Here are the Löwdin charges for atoms 1 to 8, given in e: 0.1303 0.1701 0.1260 -0.0631 0.1332 0.1759 -0.2760 0.1956

No. 2
The following is a DFT calculation (ωB97M-V with the def2-TZVPD basis set) of C3H3N3O2 in the gas phase.

CARTESIAN COORDINATES (ANGSTROEM)
H -2.631 1.033 0.429
N 0.132 -0.926 0.018
H 2.020 -1.912 0.259
C 1.125 1.002 -0.140
N 1.226 -0.285 -0.117
O -2.937 -0.956 -0.233
O 2.352 -1.024 -0.087
H 1.949 1.668 -0.026
C -0.785 0.080 -0.074
C -2.278 0.034 0.093
N -0.175 1.286 -0.122

As for the structure (SMILES): O=Cc1ncn(O)n1. Its HOMO-LUMO gap is 10.416 eV. The relative energy (zero: lowest compared OMol25 entry of this formula, charge and spin) is 3.972 eV. The highest occupied orbital energy comes out at -10.2 eV.

Here are the Löwdin charges for atoms 1 to 8, given in e: 0.1223 0.1733 0.1593 -0.1140 -0.2504 0.0420 0.0709 0.1337

No. 3
The following is a DFT calculation (ωB97M-V with the def2-TZVPD basis set) of a molecular structure, C52H42N7O8P2S4Y.

CARTESIAN COORDINATES (ANGSTROEM)
C -3.445 4.126 2.981
C 1.774 -2.843 2.191
H 3.601 -2.534 3.255
C 1.017 -3.734 1.427
C -4.979 -2.335 -1.433
O -5.171 -3.997 -2.987
C 1.468 3.257 3.528
C -3.443 -0.438 0.048
H 2.064 5.051 4.558
H -2.409 -0.230 4.262
H -1.342 0.429 -2.770
C -3.572 -2.316 -1.570
C -0.156 4.116 -0.816
C -2.807 -6.495 -1.372
C -2.836 -1.440 -0.830
H -2.855 -4.982 1.660
C 1.577 -3.353 -2.714
H -6.678 -1.534 -0.422
H -1.340 -0.034 2.965
C 2.755 -5.380 1.621
H 0.918 -5.690 0.550
S -0.168 5.394 -2.078
C 1.417 3.910 2.225
Y -0.356 1.324 0.889
C 1.510 -5.000 1.139
N -1.951 2.339 2.412
C 2.233 5.165 2.014
S -1.610 -2.967 2.770
N -1.462 -1.309 -0.971
O -6.979 -3.233 -2.104
H 3.435 -1.900 -0.293
C 1.507 2.107 6.090
H 1.381 -1.857 2.416
C -1.069 -4.840 -1.206
H 1.408 7.177 -2.241
C 3.844 4.988 -4.577
H -1.280 1.741 -4.841
C 2.536 5.370 -2.580
C 4.391 3.847 -4.009
H 0.912 0.295 5.115
C -3.345 2.183 4.360
H -3.087 -2.993 -2.255
C 1.839 3.456 5.929
C -3.872 3.421 4.109
H 5.111 3.257 -4.562
C -0.425 0.486 -3.337
O -2.763 0.497 0.517
C 3.016 -3.231 2.667
H 4.123 5.284 -5.582
H -4.026 -6.752 0.376
C -2.403 1.635 3.465
C 0.755 1.240 -5.298
C -2.486 3.544 2.185
N -5.594 0.214 1.155
H 4.391 2.552 -2.289
C -2.543 -5.233 0.656
C -1.471 -4.543 0.095
C -3.200 -6.214 -0.072
H 2.089 4.068 6.787
H 4.257 -5.419 -2.609
C 2.410 -4.412 -3.038
H -1.448 -6.011 -2.957
H 4.927 -3.809 -0.860
C 1.175 1.339 5.004
H -3.647 1.601 5.220
C 4.003 3.459 -2.734
C 1.890 0.571 -4.863
H 2.483 6.628 -4.311
O 0.804 1.120 2.707
S -1.237 2.832 -1.146
H 3.139 -6.368 1.395
C 3.503 -4.502 2.390
P 0.806 -1.094 -1.292
H 2.773 -0.601 -3.295
O -4.991 0.811 2.030
P -0.686 -3.196 1.058
C -4.872 -0.600 0.224
C -1.742 -5.807 -1.934
C -0.394 1.206 -4.523
H 1.502 1.671 7.083
H -4.612 3.848 4.774
C 1.490 6.162 -1.854
C 1.827 4.000 4.664
C -5.607 -1.498 -0.537
H 2.978 5.298 2.793
C 3.151 -2.624 -1.043
C 1.939 -2.465 -1.701
H 2.783 3.885 -1.038
H -3.335 -7.243 -1.952
C 3.609 -4.586 -2.360
N 0.667 3.469 1.259
C 1.122 1.879 3.690
H 4.467 -4.810 2.781
H -2.120 4.068 1.310
N -5.753 -3.235 -2.220
C 3.982 -3.685 -1.374
H -0.250 -4.291 -1.647
O -0.806 -2.035 -1.978
H 2.797 0.587 -5.458
O -0.515 -0.657 1.150
H 0.767 1.778 -6.238
H 0.642 -3.191 -3.236
C 3.085 4.216 -2.023
C -0.518 -1.462 0.120
S 1.935 0.335 -0.302
H 2.741 5.089 1.055
N 0.632 4.346 0.178
N -1.878 0.410 3.700
C 0.712 -0.174 -2.894
O -6.824 0.260 1.058
H 2.131 -5.101 -3.828
C 2.922 5.741 -3.866
H 1.637 6.177 -0.779
H -3.856 5.092 2.727
C 1.877 -0.111 -3.657
H 1.580 6.038 1.972

Its HOMO-LUMO gap is 6.336 eV. The relative energy (zero: lowest compared OMol25 entry of this formula, charge and spin) is 0.000 eV. As for the total charge: -2. The highest occupied orbital energy comes out at -2.5 eV.

Here are the Löwdin charges for atoms 1 to 8, given in e: -0.0822 -0.0923 0.1030 -0.3350 -0.1695 0.0252 -0.1044 -0.2586

No. 4
The following is a DFT calculation (ωB97M-V with the def2-TZVPD basis set) of a molecular structure, C21H18F6KN7O4S4.

CARTESIAN COORDINATES (ANGSTROEM)
N 1.797 2.497 2.436
C 4.227 -3.303 0.383
C 3.688 -1.035 -0.134
H 0.943 2.907 2.093
H -1.455 -6.734 -1.148
O 0.457 5.978 -0.565
F -1.377 4.431 1.253
H 3.871 1.175 2.970
C -2.811 -1.231 -0.617
H -4.697 1.356 1.405
H -5.763 -1.988 -1.973
H -2.216 1.173 1.478
H -4.068 -3.502 1.284
F 3.020 5.464 -2.890
C -3.633 -4.382 -0.646
F -2.337 5.510 -0.371
H -5.977 -0.311 0.062
C 6.020 -1.693 0.160
C -4.187 0.590 0.836
C -3.455 -4.194 0.726
H 3.104 -0.367 2.929
S 0.502 0.184 2.480
C -4.634 -3.649 -1.446
H 3.094 2.086 -0.737
N -2.123 -0.362 0.111
C 5.058 -0.722 -0.098
S 5.261 0.975 -0.403
F 2.821 4.598 -0.930
C -2.805 0.513 0.850
N -2.929 -5.311 -1.299
H 6.317 -3.758 0.601
N -0.505 4.444 -2.320
H 2.634 3.035 2.270
C -2.463 -4.937 1.338
C -2.016 -5.980 -0.607
H -2.229 -1.908 -1.233
N 2.860 0.039 -0.396
O 0.361 3.119 -0.328
H -5.167 -4.275 -2.152
C -4.894 -0.332 0.084
C 3.540 1.118 -0.548
S 0.535 5.603 -1.946
C 5.589 -2.983 0.399
C -4.204 -1.310 -0.627
C 2.213 4.742 -2.117
S -0.790 3.456 -1.145
H -2.241 -4.820 2.393
H 7.071 -1.437 0.172
C 1.857 1.156 2.533
F -3.052 3.559 0.203
C -4.923 -2.346 -1.387
C -1.955 4.318 0.057
C 3.273 -2.343 0.118
H 2.215 -2.572 0.108
O 0.576 6.614 -2.944
K 0.140 0.870 -0.431
N -1.724 -5.826 0.677
O -1.516 2.292 -1.575
F 2.096 3.525 -2.678
N 3.083 0.610 2.696
H 3.920 -4.321 0.584

Its HOMO-LUMO gap is 8.773 eV. The highest occupied orbital energy comes out at -9.0 eV.

Here are the Löwdin charges for atoms 1 to 8, given in e: 0.1204 -0.0764 -0.3307 0.0795 0.1064 -0.2819 0.1369 0.1104

No. 5
The following is a DFT calculation (ωB97M-V with the def2-TZVPD basis set) of a gas-phase ion, C3H8NO (charge +1).

CARTESIAN COORDINATES (ANGSTROEM)
H -0.948 -0.776 -1.110
H 1.606 1.003 -1.852
H 2.372 0.670 -0.275
H 0.153 -1.300 0.153
N 0.335 0.631 -0.336
C 1.661 0.380 -0.986
H 1.534 -0.704 -1.160
C -1.406 -0.385 1.207
H -2.243 0.330 0.991
C -0.485 -0.493 -0.057
O 0.043 1.731 -0.021
H -0.941 0.291 2.025
H -1.681 -1.378 1.422

As for the structure (SMILES): CC[N+](C)=O. Its HOMO-LUMO gap is 9.981 eV. The relative energy (zero: lowest compared OMol25 entry of this formula, charge and spin) is 3.431 eV. As for the total charge: +1. The highest occupied orbital energy comes out at -17.0 eV.

Here are the Löwdin charges for atoms 1 to 8, given in e: 0.2216 0.1220 0.1130 0.1113 -0.1978 0.1226 0.1197 -0.0175

No. 6
The following is a DFT calculation (ωB97M-V with the def2-TZVPD basis set) of a molecular structure, C31H27N3O4RhS.

CARTESIAN COORDINATES (ANGSTROEM)
H 1.983 -2.066 2.537
C -4.191 -1.821 0.106
H 2.534 -3.036 1.181
C -2.611 -2.277 2.987
H -2.657 1.600 4.528
O 2.716 0.030 0.452
H 3.658 0.462 -4.281
C 0.475 1.087 2.305
C 0.558 0.910 3.675
O -4.180 -1.280 -1.279
C -2.073 -3.191 3.882
C 2.986 1.172 -3.810
H -2.831 1.860 2.065
H -4.177 -0.893 -4.046
C -1.132 -4.114 3.447
C -2.870 -1.312 0.712
C -0.761 1.393 1.715
H -3.336 -1.547 3.331
H 3.322 2.185 -3.990
N -1.261 0.044 -2.752
O 0.903 -1.263 0.239
C 2.014 3.049 -1.173
C -1.791 1.438 3.900
C 4.614 3.469 -0.308
C -2.218 -2.287 1.652
H 3.640 -1.842 1.916
C -3.168 -0.505 -4.017
C -2.486 -0.431 -2.821
H -0.003 -4.843 1.773
H 3.266 0.054 -1.919
H -4.221 -2.905 0.030
C 2.328 4.188 -0.440
H -0.702 -4.821 4.146
C -1.176 0.328 -5.091
C 2.095 -0.987 0.711
O 1.659 1.041 -4.467
H -0.957 -3.225 0.186
C 2.993 2.115 -1.457
C -2.497 -0.091 -5.167
N -2.101 -0.991 -0.515
C -2.928 -0.936 -1.470
N 1.276 0.505 -2.327
H 1.510 0.666 4.130
H -3.023 -0.367 1.226
H -5.082 -1.450 0.598
C -0.572 1.083 4.468
C -1.283 -3.217 1.218
C 2.610 -2.051 1.642
H 5.630 3.628 0.029
H -0.608 0.606 -5.969
C 4.297 2.328 -1.030
H -0.498 0.956 5.542
H 0.998 2.895 -1.516
C -0.586 0.372 -3.840
H -2.996 -0.130 -6.127
Rh -0.219 -0.305 -1.084
S -0.872 1.695 0.021
H -2.386 -3.179 4.919
C 0.847 0.662 -3.511
H 3.870 5.282 0.571
C -0.739 -4.126 2.115
C 2.707 0.902 -2.301
H 1.354 1.015 1.675
H 5.065 1.589 -1.235
H 1.552 4.908 -0.208
C 3.626 4.398 -0.004
C -1.892 1.576 2.527

Its HOMO-LUMO gap (spin up / spin down) is 6.363 / 6.367 eV. The relative energy (zero: lowest compared OMol25 entry of this formula, charge and spin) is 0.000 eV. As for the total charge: +1. The highest occupied orbital energy (spin up / spin down) comes out at -10.7 / -10.7 eV.

Here are the Löwdin charges for atoms 1 to 8, given in e: 0.0856 0.0057 0.0839 -0.0309 0.1090 0.0289 0.1338 -0.0892

No. 7
The following is a DFT calculation (ωB97M-V with the def2-TZVPD basis set) of a molecular structure, C12H34CuN2O12P2.

CARTESIAN COORDINATES (ANGSTROEM)
O -21.925 -8.093 -11.960
C -24.938 -12.174 -13.473
H -20.567 -13.529 -8.741
H -23.783 -13.566 -15.341
H -21.097 -15.378 -10.236
H -22.702 -5.234 -12.847
O -22.180 -12.351 -9.394
H -27.277 -11.265 -12.427
H -25.052 -11.110 -13.676
H -27.525 -12.435 -11.165
N -24.907 -11.873 -11.081
C -19.556 -6.302 -12.679
H -20.879 -8.469 -13.782
H -25.676 -14.879 -8.173
C -25.616 -13.791 -8.296
C -22.089 -9.487 -11.822
C -25.595 -12.580 -12.153
C -23.372 -13.731 -14.348
O -23.276 -8.370 -9.049
H -24.632 -13.499 -8.667
H -18.938 -7.095 -13.121
O -25.323 -7.260 -8.013
H -27.631 -12.656 -13.048
H -22.541 -7.790 -13.794
C -26.002 -13.010 -7.047
H -26.842 -13.439 -6.480
H -21.244 -4.557 -12.638
O -24.585 -10.037 -6.539
N -21.774 -5.418 -12.483
O -22.353 -9.162 -5.580
H -22.594 -14.436 -10.753
H -25.557 -13.670 -12.024
C -21.561 -7.760 -13.299
H -22.072 -11.816 -8.548
P -23.089 -10.381 -6.158
C -20.967 -6.353 -13.272
C -21.588 -13.623 -9.125
H -19.000 -5.432 -13.051
H -19.504 -6.412 -11.599
O -23.559 -12.548 -13.558
H -22.664 -9.840 -12.690
H -21.131 -9.999 -11.678
H -25.695 -11.049 -6.921
H -20.937 -6.033 -14.325
H -25.136 -13.054 -6.376
H -23.911 -11.920 -11.274
H -23.725 -14.642 -13.865
Cu -24.167 -10.629 -8.819
H -25.198 -10.894 -11.099
O -22.379 -10.810 -7.475
H -22.299 -14.039 -8.407
P -24.727 -7.924 -9.278
O -26.280 -11.683 -7.447
H -22.293 -13.863 -14.434
O -25.553 -9.136 -9.699
H -22.682 -9.786 -10.943
H -26.247 -13.498 -9.140
H -20.945 -13.939 -11.242
O -24.585 -6.764 -10.325
C -27.091 -12.322 -12.156
H -25.453 -12.791 -14.225
C -21.544 -14.407 -10.464
O -22.937 -11.578 -5.166

Its HOMO-LUMO gap is 1.396 eV. As for the total charge: -5. The highest occupied orbital energy comes out at 8.0 eV.

Here are the Löwdin charges for atoms 1 to 8, given in e: -0.1819 -0.2253 0.0964 -0.0338 0.0276 0.0588 -0.1687 0.0720

No. 8
The following is a DFT calculation (ωB97M-V with the def2-TZVPD basis set) of 2 unconnected molecules or ions with the total composition C6H12O.

CARTESIAN COORDINATES (ANGSTROEM)
H 2.621 0.868 -1.405
O 0.826 1.544 0.514
C 1.091 0.237 -0.031
H 0.981 0.857 -2.093
C -0.593 1.597 0.614
H 1.797 -0.267 0.646
H -1.912 -1.473 -0.730
H -0.846 -2.069 1.645
H -1.974 -0.099 1.423
C -0.257 -0.445 0.061
C 1.671 0.329 -1.426
H -0.384 0.103 2.195
C -0.928 0.191 1.226
H 1.847 -0.675 -1.825
C -0.882 -1.149 -0.872
H -0.930 2.347 1.304
H -0.970 1.838 -0.412
H -0.763 -2.352 0.968
H -0.396 -1.384 -1.803

As for the structure (SMILES): C=C1CCO[C@@H]1C.[H][H]. Its HOMO-LUMO gap is 10.357 eV. The relative energy (zero: lowest compared OMol25 entry of this formula, charge and spin) is 3.043 eV. The highest occupied orbital energy comes out at -9.3 eV.

Here are the Löwdin charges for atoms 1 to 8, given in e: 0.0821 -0.1041 -0.3423 0.0902 -0.1817 0.1548 0.0767 0.0705